DFT (ωB97M-V/def2-TZVPD) results for a structure of composition C37H43Cl3F5N6OPS2Se3TeZn.

Element x y z (Å)
1 P -1.6244 0.8403 -2.7055
2 H 0.5040 -0.1430 -3.9250
3 H -4.1584 1.6697 -0.8081
4 H 4.9403 -3.5840 0.5920
5 H 2.3825 1.1565 -5.2850
6 S -1.8099 -6.0225 -2.8638
7 H -0.5476 -4.6457 2.8206
8 C -3.5353 3.7255 -0.7856
9 H -4.7373 4.2632 -3.9859
10 H 3.1364 -4.0017 4.9035
11 Te 0.2655 4.0366 0.7214
12 C -0.5861 -4.9144 -2.3832
13 H 4.8900 -4.3232 -0.9978
14 H -2.5984 4.2791 -0.8648
15 C 1.2466 -4.8637 1.6743
16 C 0.6787 0.9303 -3.9948
17 C 1.2992 1.2955 -5.3485
18 C -4.2788 -1.7492 0.6609
19 C -1.9320 -2.3587 0.9327
20 C -2.9268 -1.3559 -5.8901
21 F -2.7202 -0.1766 1.3489
22 N -1.0143 0.0662 -1.5525
23 H -2.6126 -2.3314 -6.2758
24 C 0.9767 2.7554 -5.7006
25 C -4.1945 -2.0461 -3.8657
26 F -3.9299 -5.2785 -0.0196
27 C -2.3152 -3.6555 0.5893
28 C 2.5748 -2.1056 -0.0625
29 H -4.6702 1.9120 -3.2854
30 F -1.3945 -4.6417 0.5508
31 H 1.3745 1.1875 -3.1866
32 H 2.2204 -4.4024 -2.2629
33 C 0.5320 -4.5999 2.8307
34 Cl 5.0262 -4.5582 2.9528
35 H 1.0631 -7.6072 -1.3707
36 C 0.4874 -5.5371 -1.8251
37 C -0.8720 -7.3518 -2.3164
38 H -1.2602 -8.3536 -2.4079
39 C -3.7157 2.4622 -3.3806
40 H -2.9580 -0.6649 -6.7369
41 C 4.2719 -3.9272 -0.1924
42 C -4.5401 4.2330 -1.8193
43 C 0.3158 -6.9508 -1.7919
44 C -2.9713 -1.4208 0.9587
45 N 3.5078 -2.8254 -0.7234
46 C -1.8950 -0.8810 -4.8447
47 Zn 0.2421 0.0028 -0.1834
48 N -0.6027 1.6232 -3.8190
49 H 2.1007 -0.9697 -2.9757
50 H 0.6912 -5.1536 0.7955
51 C 1.7026 -4.7845 -1.3801
52 C 2.6334 -4.7624 1.6192
53 Se 1.3430 1.8083 0.9458
54 H 4.1206 -2.8365 -2.7896
55 C -3.3913 -1.0828 -2.9747
56 H -4.7738 -0.4808 -5.2014
57 C 3.4568 -2.4338 -2.0440
58 H -4.9655 -2.0950 -5.8970
59 C -4.0143 3.9512 -3.2245
60 C 1.2130 -4.2505 3.9787
61 C -4.3200 -1.4722 -5.2711
62 H -0.3371 3.3666 -2.5966
63 H -4.7179 5.3045 -1.6857
64 H -5.1802 -2.2168 -3.4271
65 H 0.0369 2.8003 -6.2600
66 H -4.0667 -0.4715 -2.3695
67 H -3.0934 4.5212 -3.3755
68 H -1.1774 -0.2128 -5.3138
69 H -3.6921 -3.0180 -3.9164
70 C -4.6132 -3.0501 0.3305
71 H 1.7138 3.4550 -3.7933
72 F -5.8926 -3.3857 0.0789
73 C -0.4197 3.0819 -3.6513
74 C 2.5959 -4.2195 3.9937
75 N 1.9122 -1.3311 -0.8767
76 Cl 0.3406 -3.8753 5.4290
77 H 4.0976 -5.8739 0.5819
78 N -2.7817 2.0102 -2.3669
79 H 2.3877 -2.2116 0.9943
80 S -0.3026 -1.9664 1.3691
81 Cl -0.7693 -3.2280 -2.6138
82 H 0.7019 4.6239 -4.6272
83 C -3.2401 2.2472 -1.0049
84 F -5.2508 -0.8244 0.7238
85 H -2.7617 -1.6453 -2.2743
86 H -1.3404 -1.7520 -4.4535
87 Se 3.1308 1.7720 -0.6256
88 Se 4.4311 3.6143 -0.3210
89 H 1.7584 3.1760 -6.3385
90 H 1.3851 -3.9195 -0.7891
91 C 3.3945 -5.0720 0.3365
92 H 0.9285 0.6287 -6.1339
93 H -5.5011 3.7195 -1.6816
94 O 2.5731 -5.6526 -0.6520
95 C 2.4627 -1.5107 -2.1202
96 C 3.2847 -4.4859 2.8234
97 H -3.9148 3.8668 0.2296
98 H -1.2988 3.5776 -4.0692
99 H -2.4703 1.9050 -0.3214
100 H -3.3101 2.2326 -4.3658
101 C 0.8197 3.5594 -4.4138
102 C -3.6193 -4.0051 0.2947
103 N -2.5617 -0.1622 -3.7714

Highest occupied orbital energy in eV: -0.78
Kohn-Sham gap in eV: 4.18
Charge: -2
LUMO energy in eV: 3.40



DFT (ωB97M-V/def2-TZVPD) results for a structure of composition C34H42HfN8O2PS2.

Element x y z (Å)
1 H -3.7513 0.9681 -0.2067
2 N 0.1413 3.0262 0.0016
3 H -5.3423 1.7050 1.8846
4 C 2.7823 -5.0226 -1.5879
5 H -2.7103 -3.5993 3.9585
6 C 3.6288 -0.3227 -3.2976
7 H 1.8365 1.8822 0.5127
8 N -2.3424 2.2940 0.6800
9 C 1.1940 -4.5643 0.5803
10 Hf 0.6650 -1.3750 0.1420
11 C 3.3042 -0.0832 2.0984
12 C -1.9678 -2.0925 -1.0756
13 H 0.0891 3.4212 -2.4943
14 H 0.8607 2.3861 1.9112
15 O -0.5808 -2.0476 -1.1359
16 S 0.6210 -0.4415 2.5767
17 C 2.3931 0.8546 4.1083
18 H 0.4174 5.0454 2.1255
19 C 4.5822 0.4043 2.4220
20 H -1.7847 -1.0036 1.4291
21 C -0.0273 -5.1894 2.6844
22 C 0.2325 -4.2826 1.6589
23 C -2.4754 1.9617 -4.0468
24 H -3.3182 2.6369 -4.1857
25 C -2.4935 1.4067 -2.6178
26 C -1.8407 -3.8021 3.3552
27 H 1.2731 -6.6911 0.9120
28 H 0.5344 0.5523 -2.3283
29 C 1.5751 0.8451 -2.4662
30 H -4.2806 2.6499 -0.0201
31 C -0.9605 3.2457 -2.7240
32 C 2.2330 0.1174 2.9236
33 C -2.0673 2.3325 2.1235
34 C -1.4617 -2.8878 2.3726
35 H -1.3138 -5.6378 4.3421
36 C 3.9873 -2.6006 -2.7273
37 N 2.5118 1.4882 5.0574
38 H 0.5868 -6.0659 2.8139
39 H 5.3384 -1.4550 -3.9381
40 N -0.4370 -3.1179 1.5510
41 H -0.1107 4.9273 -0.8453
42 N 5.6427 0.7925 2.6234
43 H -3.8290 3.3832 2.8063
44 C -1.0857 -4.9440 3.5464
45 H 3.3768 -5.1762 -2.4732
46 H -1.2217 4.5857 0.4870
47 C 0.8297 5.0178 1.1159
48 H 1.8948 1.4424 -1.6087
49 S 3.1974 -0.9037 0.5682
50 C -0.1973 4.4495 0.1334
51 P -1.0442 1.9227 -0.3131
52 C -4.2769 1.4987 1.8290
53 N 1.5821 -3.5203 -0.1642
54 H 1.1380 6.0223 0.8350
55 H -0.3488 2.0666 -4.4320
56 H 2.7247 -7.1017 -1.0533
57 C -1.1622 2.7313 -4.1452
58 H -3.2597 -1.8345 2.0046
59 H 2.6050 4.0313 1.9429
60 H -2.3756 -2.3018 -2.0734
61 N 2.0420 -1.4574 -1.9150
62 H -1.5235 4.1751 -2.5771
63 H 3.9308 0.5931 -3.7800
64 N -1.4819 2.1711 -1.8893
65 C 2.4096 -6.0995 -0.8030
66 H -1.2191 3.5440 -4.8637
67 H -2.3956 -1.1352 -0.7364
68 H 2.5960 4.1794 0.1743
69 H -2.5490 1.1698 -4.7861
70 H -2.2436 0.3427 -2.5837
71 C 2.8013 -2.5638 -1.9969
72 C 2.3667 -3.7393 -1.2254
73 H -1.4816 3.2218 2.3694
74 H -1.5057 1.4447 2.4450
75 H -3.4187 1.9755 3.7912
76 C -3.7151 1.8377 0.4487
77 H -3.4857 1.5395 -2.1832
78 H 1.6684 1.4708 -3.3522
79 H -2.3220 -2.8851 -0.3998
80 C 1.9770 4.0087 1.0557
81 C 2.4407 -0.3648 -2.5702
82 C -2.2170 -1.6100 2.2270
83 C 1.2285 2.6923 0.9261
84 O -0.4995 0.5198 -0.0911
85 H 4.5914 -3.4923 -2.7552
86 C 1.6080 -5.8692 0.3007
87 C -3.4474 2.3626 2.7744
88 H -4.1067 0.4465 2.0558
89 H -2.1734 -1.0567 3.1658
90 C 4.4142 -1.4561 -3.3799

Highest occupied orbital energy in eV: -9.87
Kohn-Sham gap in eV: 6.42
Charge: +1
LUMO energy in eV: -3.45



DFT (ωB97M-V/def2-TZVPD) results for a cluster of 2 separate species, C12H17N in total.

Element x y z (Å)
1 H -3.0022 0.4130 1.3720
2 H 0.5509 -1.4705 -1.8032
3 H 2.3884 -3.3846 1.5525
4 C -1.7129 0.8846 -2.3055
5 H 0.6021 3.0942 0.8014
6 C 0.7431 -2.1188 2.0433
7 C -2.1145 -0.1558 1.1526
8 C -0.4487 -1.1844 0.0703
9 H -3.3668 0.3113 -1.0651
10 C -2.4107 -0.1107 -1.3575
11 C 1.6401 -2.6979 1.1877
12 C -0.2378 -1.3191 1.4510
13 H 1.1464 2.0259 -1.2708
14 C -1.6436 -0.4093 -0.1046
15 H 0.6630 -2.3015 3.1041
16 N -1.3034 -0.7209 2.1010
17 C 1.9964 2.2408 -0.6356
18 H -1.2300 -0.4495 3.0661
19 C 1.5783 -2.4508 -0.2012
20 H -1.6008 1.8476 -1.7996
21 H 2.6038 1.3373 -0.5996
22 H -2.2885 1.0291 -3.2163
23 H 2.3842 -2.8340 -0.8132
24 H -2.6249 -1.0085 -1.9306
25 H 1.3304 1.6813 1.3692
26 C 0.5903 -1.6852 -0.7467
27 H -0.6749 0.5805 -2.4861
28 H 2.2655 3.2349 1.3269
29 C 1.5747 2.5899 0.7987
30 H 2.6022 3.0312 -1.0613

SMILES string: CCc1c[nH]c2ccccc12.CC
Highest occupied orbital energy in eV: -7.89
Kohn-Sham gap in eV: 8.78
LUMO energy in eV: 0.90



DFT (ωB97M-V/def2-TZVPD) results for the molecule C11H10O3.

Element x y z (Å)
1 H -1.7972 -0.1136 -3.2320
2 H -1.0452 3.8927 1.0004
3 C -0.3610 0.0619 0.8707
4 C -0.9371 2.2683 -1.7271
5 H 0.2647 0.3480 2.8284
6 H 1.2595 0.0659 -1.8927
7 O -1.1303 3.2682 -2.3918
8 O -0.1140 -1.3252 0.7174
9 C 0.1647 -2.1399 1.8090
10 C -0.2113 0.8120 2.0090
11 O -2.0219 0.1266 -2.2791
12 C 0.6017 0.0368 -3.8560
13 H 0.7456 -1.7331 2.6906
14 C -0.9432 2.1067 -0.2572
15 C -0.7944 0.6910 -1.8280
16 H -0.4219 2.7608 2.9505
17 C -0.8415 2.8686 0.8407
18 H 1.6141 -0.1332 -4.2923
19 H 0.8199 -2.9275 1.3264
20 C 0.4182 0.2526 -2.6006
21 C -0.7282 0.7760 -0.2251
22 H -0.1076 0.3454 -4.5735
23 H -0.7122 -2.6634 2.1859
24 C -0.4746 2.1929 1.9972

SMILES string: C=C[C@]1(O)C(=O)c2cccc(OC)c21
Highest occupied orbital energy in eV: -9.17
Kohn-Sham gap in eV: 9.40
LUMO energy in eV: 0.23



DFT (ωB97M-V/def2-TZVPD) results for the molecule C6H6O.

Element x y z (Å)
1 C 0.4343 0.0150 0.2769
2 H -2.4186 0.8901 0.8839
3 H -0.0345 -1.3765 -1.3260
4 H -0.4776 -1.9492 0.2957
5 C 2.9197 -0.5919 0.8812
6 H 3.9082 -0.9029 1.1374
7 H 0.0223 2.0408 0.9178
8 C -0.3053 1.1049 0.4789
9 C -0.4242 -1.0598 -0.3487
10 C 1.7968 -0.2493 0.6076
11 O -1.7021 -0.4730 -0.5026
12 H -2.0693 1.5455 -0.7264
13 C -1.7162 0.8385 0.0374

SMILES string: C#CC1=CCOC1
Highest occupied orbital energy in eV: -8.98
Kohn-Sham gap in eV: 9.96
LUMO energy in eV: 0.97



DFT (ωB97M-V/def2-TZVPD) results for a structure of composition C17H36GeN4O4RhS2Si3.

Element x y z (Å)
1 H 0.1540 2.2905 -4.7900
2 C 0.7358 -4.2594 -1.5392
3 O -1.1732 3.2550 -1.8006
4 H -1.5460 -4.8693 0.4639
5 C -1.6198 -3.7877 0.3883
6 C 1.2737 -3.1562 1.2980
7 C -0.8413 -0.7954 -3.9208
8 C -4.1958 0.0796 3.3622
9 H 0.2446 -4.1340 -2.4995
10 N 1.2052 2.5983 3.8976
11 H -1.4711 2.1147 -5.4339
12 N 3.4109 3.2507 3.7279
13 H -1.1524 3.2509 -4.1208
14 H 3.9082 -0.5243 0.3823
15 H 3.9302 1.6436 -2.5139
16 Ge 0.6191 -0.5451 -0.3447
17 C -0.8997 2.2748 -4.5235
18 C 2.8905 -1.5907 -3.3272
19 H -3.2379 1.6115 -1.8281
20 C -3.7503 -0.6897 2.2746
21 H -0.9737 3.7367 5.1154
22 Si -1.3320 0.9260 -3.2497
23 H 2.3387 1.5963 -3.2618
24 Si 0.0660 -3.0459 -0.1974
25 H 0.2010 -0.8153 -4.2232
26 H -3.7810 1.4109 -3.4910
27 H -3.6613 1.5484 4.8067
28 Si 2.6457 -0.4272 -1.7993
29 O -0.3244 0.9792 -1.9109
30 O 0.6409 2.5702 -0.3548
31 H 2.3004 -1.3037 -4.1896
32 C -1.9733 1.0090 3.5678
33 S -0.6497 2.2500 -0.9387
34 H -1.4383 -1.0295 -4.7943
35 S 2.6822 1.3051 2.0515
36 H -0.4247 2.3944 6.1069
37 C 2.3561 2.4773 3.3228
38 H -1.9020 -3.4115 1.3669
39 H -2.1546 2.5826 5.7709
40 C 4.0378 -0.9871 -0.5928
41 C -0.9845 1.8383 4.1317
42 H -5.2244 0.0119 3.6871
43 H 2.3047 -3.1802 0.9591
44 H 4.1193 3.4102 3.0288
45 O -1.6005 1.7090 0.0040
46 H 3.9341 -1.5612 -3.6243
47 C -3.3254 0.9241 3.9941
48 H -2.0509 -1.0782 1.0191
49 C -1.1588 2.6868 5.3538
50 H 2.4903 2.0428 -1.5773
51 N -1.5708 0.2410 2.4999
52 H 1.8004 -4.1209 -1.6913
53 Rh 0.2983 1.0841 1.4216
54 H 5.0274 -0.7277 -0.9582
55 C -2.4311 -0.5417 1.8846
56 H -3.5662 0.0023 -2.4650
57 H 0.5838 -5.2877 -1.2277
58 H -4.4167 -1.3477 1.7398
59 H 1.1180 -4.0194 1.9368
60 H -2.4318 -3.5686 -0.2979
61 H -0.9810 -1.5902 -3.1905
62 C -3.1581 0.9814 -2.7105
63 H 2.6490 -2.6229 -3.0962
64 C 2.8884 1.3877 -2.3489
65 N 0.2132 1.8139 3.5264
66 H 4.0182 -2.0643 -0.4551
67 H 1.1568 -2.2616 1.9141
68 H 3.1597 4.0550 4.2842

2S+1: 2
Highest occupied orbital energy (spin up / spin down) in eV: -7.63 / -7.51
Kohn-Sham gap (spin up / spin down) in eV: 6.98 / 6.85
LUMO energy (spin up / spin down) in eV: -0.65 / -0.66



What did the fifth record say?
DFT (ωB97M-V/def2-TZVPD) results for the molecule C6H6O.

Element x y z (Å)
1 C 0.4343 0.0150 0.2769
2 H -2.4186 0.8901 0.8839
3 H -0.0345 -1.3765 -1.3260
4 H -0.4776 -1.9492 0.2957
5 C 2.9197 -0.5919 0.8812
6 H 3.9082 -0.9029 1.1374
7 H 0.0223 2.0408 0.9178
8 C -0.3053 1.1049 0.4789
9 C -0.4242 -1.0598 -0.3487
10 C 1.7968 -0.2493 0.6076
11 O -1.7021 -0.4730 -0.5026
12 H -2.0693 1.5455 -0.7264
13 C -1.7162 0.8385 0.0374

SMILES string: C#CC1=CCOC1
Highest occupied orbital energy in eV: -8.98
Kohn-Sham gap in eV: 9.96
LUMO energy in eV: 0.97



What did the fifth record say?
DFT (ωB97M-V/def2-TZVPD) results for the molecule C6H6O.

Element x y z (Å)
1 C 0.4343 0.0150 0.2769
2 H -2.4186 0.8901 0.8839
3 H -0.0345 -1.3765 -1.3260
4 H -0.4776 -1.9492 0.2957
5 C 2.9197 -0.5919 0.8812
6 H 3.9082 -0.9029 1.1374
7 H 0.0223 2.0408 0.9178
8 C -0.3053 1.1049 0.4789
9 C -0.4242 -1.0598 -0.3487
10 C 1.7968 -0.2493 0.6076
11 O -1.7021 -0.4730 -0.5026
12 H -2.0693 1.5455 -0.7264
13 C -1.7162 0.8385 0.0374

SMILES string: C#CC1=CCOC1
Highest occupied orbital energy in eV: -8.98
Kohn-Sham gap in eV: 9.96
LUMO energy in eV: 0.97